{"formula": "C4H39NO16", "method": "the ωB97M-V functional and the def2-TZVPD basis", "homo_energy_ev": -8.889, "mol_weight_g_mol": 357.3, "homo_lumo_gap_ev": 9.00, "relative_energy_kj_mol": 213.34, "species": ["H", "H", "H", "H", "H", "H", "H", "H", "O", "O", "H", "C", "O", "H", "H", "O", "H", "C", "H", "O", "O", "H", "H", "H", "H", "H", "H", "H", "H", "H", "O", "O", "H", "C", "H", "H", "H", "H", "H", "O", "H", "O", "H", "H", "O", "H", "H", "O", "O", "H", "H", "H", "O", "O", "N", "H", "H", "O", "C", "H"], "coordinates": [[-2.167, 0.324, 1.921], [-1.636, -1.138, 3.681], [-3.000, 2.165, -4.664], [1.287, 3.149, 4.184], [-0.250, 0.385, -2.756], [-0.759, -1.634, -2.353], [2.775, 0.159, 0.929], [2.753, 1.963, -0.527], [2.706, -3.448, 0.798], [-2.224, 2.481, -4.202], [3.135, 1.532, -1.927], [-1.908, -1.996, 1.659], [-0.558, 2.234, -0.524], [-2.636, 4.226, -1.259], [0.176, 2.508, 0.071], [-1.214, -0.808, -2.185], [-0.786, 0.810, 0.307], [-3.374, -0.502, 0.353], [1.775, 1.898, 1.571], [-0.952, -0.161, 0.365], [0.022, 1.319, -2.984], [1.578, -0.114, 3.242], [3.015, -4.070, 1.466], [2.852, 1.154, -4.390], [2.121, -4.701, -2.262], [3.052, -2.604, 1.111], [1.620, 1.240, -3.379], [-1.932, 2.877, -1.338], [-0.625, 1.712, -3.595], [1.622, -0.175, 0.124], [-2.722, 3.364, -1.662], [1.709, -4.060, -1.666], [-0.379, -2.241, 3.227], [-1.457, -2.066, 3.136], [-2.514, 2.765, -3.313], [0.215, 0.524, 3.134], [-0.824, -2.487, -0.077], [-1.148, -0.600, -1.223], [1.571, -2.175, -1.906], [3.364, 1.371, -0.990], [2.401, -4.044, -0.978], [1.181, 3.917, 3.624], [-2.918, -2.381, 1.656], [-0.145, 1.865, -1.341], [1.911, -0.265, 1.047], [-1.542, -3.886, 3.917], [-3.398, -1.312, -0.369], [1.004, 0.539, 3.650], [1.366, -1.249, -1.710], [2.078, -0.696, -2.052], [-0.070, -2.780, 1.237], [-4.179, -0.422, 1.078], [1.710, 2.636, 0.955], [2.541, 0.917, -3.516], [-1.015, -2.787, 0.865], [0.456, 4.519, 3.761], [-3.410, 0.422, -0.239], [-2.141, -3.156, 3.758], [-2.068, -0.490, 1.202], [1.958, 3.472, 1.360]], "atomic_forces_ev_per_a": [[0.02, -0.50, 0.69], [-0.47, -0.05, 0.06], [-0.14, -0.14, -0.03], [-0.83, 0.06, 0.48], [-0.50, 0.23, -0.32], [0.21, 0.01, 0.21], [0.21, -0.20, 0.21], [0.21, 0.07, 0.29], [0.33, -0.09, 0.46], [0.38, 0.07, 0.07], [0.41, -0.48, 0.04], [0.85, 2.07, 1.54], [0.62, 0.14, 0.40], [-0.03, 0.34, 0.00], [-0.12, 0.16, -0.37], [-0.86, 0.07, -0.43], [-0.57, -0.44, -0.15], [0.95, 1.75, 0.24], [-0.05, 0.15, 0.46], [0.27, -0.10, 0.55], [0.59, 0.18, 0.25], [-0.08, -0.06, -0.27], [-0.09, -0.16, -0.08], [-0.17, 0.10, -0.08], [-0.53, 0.13, -0.38], [-0.24, 0.30, -0.28], [-0.18, -0.13, -0.48], [-0.34, 0.33, 0.27], [-0.32, -0.26, 0.01], [-0.59, -0.74, 0.00], [0.14, -0.56, -0.07], [1.00, -0.57, -0.18], [0.05, 0.13, -0.27], [0.11, -0.96, -0.33], [-0.21, 0.24, -0.18], [-0.84, -0.13, -0.71], [-0.70, 0.27, -0.35], [0.21, -0.30, -0.04], [0.26, -0.11, 0.07], [-0.42, 0.33, -0.12], [-0.62, 0.50, 0.41], [1.23, 0.34, -1.35], [-0.19, -0.40, -0.07], [-0.08, 0.22, -0.13], [0.78, 0.54, -0.18], [0.11, 0.03, -0.10], [-0.25, -0.34, 0.32], [0.88, 0.38, 0.95], [0.12, 0.29, 0.22], [0.16, -0.16, -0.29], [-0.14, 0.04, 0.31], [-0.47, -0.61, -0.28], [-0.11, 0.12, -0.81], [0.45, -0.03, 0.24], [0.77, -0.78, -0.15], [-0.38, -0.47, 0.80], [-0.05, -0.02, 0.07], [-0.20, 0.30, 0.47], [-0.47, -0.85, -2.26], [-0.07, -0.22, 0.61]], "lowdin_charge": [0.138, 0.109, 0.049, 0.028, 0.030, 0.049, 0.043, -0.005, -0.041, -0.061, 0.005, -0.327, -0.074, 0.051, 0.044, -0.062, 0.051, -0.040, 0.034, -0.120, -0.081, 0.023, 0.058, 0.057, 0.056, 0.041, 0.004, 0.008, 0.043, 0.015, -0.062, -0.067, 0.114, -0.206, 0.001, 0.005, 0.057, 0.003, 0.017, -0.075, 0.015, -0.043, 0.123, 0.042, -0.069, 0.080, 0.084, -0.036, -0.049, 0.028, 0.061, 0.084, -0.047, -0.076, 0.090, 0.039, 0.078, -0.060, -0.323, 0.068]}